167
Properties=species:S:1:pos:R:3:mulliken_charge:R:1 method="wB97M-V/def2-TZVPD" relative_energy_kj_mol=0.0 charge=+3 homo_energy_ev=-12.370 total_energy_ev=-101064.115
C 4.79814 -2.79221 2.96832 -1.192
C 4.55153 -1.66172 3.94761 -0.510
C 5.40895 -1.72691 5.19854 -0.567
C 6.91286 -1.48464 4.99445 -0.680
N 7.69028 -1.57960 6.30997 0.279
C 9.10008 -1.25562 6.02809 -0.569
C 9.91184 -1.82436 7.22120 -0.727
C 9.20297 -3.15866 7.54349 -0.486
C 7.76795 -2.94430 7.00222 -0.601
C 7.17412 -0.61880 7.21590 -1.019
H 5.56008 -2.51512 2.21546 0.339
H 3.96103 -3.09443 2.33523 0.181
H 5.10253 -3.72778 3.37555 0.395
H 3.49356 -1.61668 4.28699 0.345
H 4.75387 -0.68472 3.44011 0.248
H 5.12982 -2.63721 5.77034 0.440
H 5.00837 -0.99358 5.90056 0.394
H 7.10286 -0.55729 4.46603 0.323
H 7.35293 -2.33747 4.43045 0.364
H 9.13805 -0.17234 5.92744 0.395
H 9.40920 -1.73167 5.08126 0.423
H 9.80775 -1.15272 8.09262 0.308
H 10.95162 -2.01900 7.02086 0.415
H 8.98948 -3.25548 8.58660 0.311
H 9.63831 -4.01200 7.07019 0.349
H 7.07294 -3.15412 7.84235 0.361
H 7.45164 -3.62678 6.19682 0.372
H 7.83988 -0.56686 8.08242 0.437
H 6.15497 -0.84736 7.53269 0.352
H 7.19674 0.38309 6.70255 0.318
C -2.33367 3.80418 1.15856 -0.490
C -3.21467 4.03820 -0.07440 -0.220
C -4.57630 4.71830 0.22450 -0.849
C -5.60514 3.79832 0.80978 -0.266
N -7.01763 4.20223 0.35740 0.099
C -7.15756 5.67821 0.59662 -0.468
C -8.69320 5.92449 0.45148 -0.794
C -9.33099 4.64800 1.05394 -0.522
C -8.11942 3.67499 1.18826 -0.614
C -7.23996 3.77296 -1.08193 -0.792
H -2.25663 4.68426 1.78554 0.500
H -1.33861 3.47240 0.86210 -0.608
H -2.57985 2.96888 1.85126 0.328
H -3.28217 3.06651 -0.67671 0.063
H -2.66144 4.76700 -0.70514 0.374
H -4.87070 5.10374 -0.73239 0.456
H -4.40730 5.63355 0.82190 0.409
H -5.70828 3.74092 1.90335 0.244
H -5.46520 2.72064 0.53046 0.109
H -6.53180 6.32093 -0.06486 0.422
H -6.90671 5.83120 1.65809 0.377
H -8.95357 6.02806 -0.61000 0.318
H -9.08645 6.81876 0.91731 0.443
H -10.09036 4.29887 0.35818 0.318
H -9.70913 4.77506 2.03275 0.346
H -8.33202 2.61511 1.01524 0.339
H -7.74359 3.67560 2.21224 0.437
H -8.25410 3.95852 -1.40888 0.420
H -6.89529 2.70181 -1.20406 0.211
H -6.59189 4.42200 -1.64067 0.411
C -4.26739 -6.10224 1.86679 -1.101
C -3.53018 -4.81364 2.01962 0.719
O -2.54615 -4.49658 1.44058 -0.343
N -4.25084 -3.75470 2.80318 0.059
H -4.85863 -3.20248 2.09499 -0.019
H -4.90847 -4.12511 3.52676 0.469
C -3.40362 -2.64232 3.41148 -0.975
H -5.10178 -6.14645 2.52733 0.374
H -3.62150 -6.94610 2.14185 0.378
H -4.62926 -6.16845 0.78777 0.268
H -2.58907 -2.41864 2.73187 0.394
H -3.02800 -2.92197 4.36663 0.387
H -4.07826 -1.85321 3.63483 0.376
C -1.60499 -0.70512 0.10015 2.010
C -0.40641 -0.71505 1.00284 0.193
O -0.53488 -0.87177 2.20862 -0.837
N 0.74628 -0.46068 0.36400 0.987
H 0.60032 -0.55503 -0.56912 -0.526
H -1.93398 0.46513 -2.96186 0.106
C 1.96693 -0.19943 0.97061 -0.750
H -2.43342 -1.07923 0.67118 -1.114
H -1.36103 -1.29688 -0.77982 0.080
H -1.79445 0.33053 -0.31052 -0.418
H 2.32378 0.58988 0.23706 -0.022
H 2.63719 -1.04353 0.85149 0.146
H 1.91008 0.19233 1.97061 0.305
C 2.68011 0.10630 -4.79509 -1.337
C 2.02092 -0.91198 -5.72331 0.754
C 3.06698 -1.95652 -6.07920 -1.215
O 2.49023 -3.00889 -6.81549 -0.342
C 3.44205 -3.53092 -7.75554 -0.827
N 0.82446 -1.55326 -5.03702 -0.491
H 0.04747 -0.85567 -5.21152 0.037
H 0.61831 -2.31015 -5.62974 0.309
H 1.02236 -2.02194 -3.26124 0.035
H 3.23313 -0.41126 -4.01442 0.415
H 1.95495 0.86077 -4.44085 -0.055
H 3.31899 0.73951 -5.40428 0.539
H 1.79239 -0.52892 -6.72709 0.312
H 3.49177 -2.37660 -5.12838 0.228
H 3.86767 -1.41841 -6.62015 0.637
H 2.88384 -4.28429 -8.32902 0.259
H 4.23224 -3.99145 -7.18910 0.339
H 3.80768 -2.76563 -8.41313 0.344
C 0.94191 4.16461 1.67609 -1.391
C 2.27679 4.46867 1.10161 0.484
C 2.61627 3.95312 -0.25077 0.315
O 3.94172 4.31060 -0.54276 -0.471
C 4.57957 3.87347 -1.77119 -0.690
N 2.40613 6.01350 1.03067 -0.300
H 2.52179 6.51588 1.93347 0.376
H 3.22891 6.26238 0.47305 0.360
H 1.63333 6.45088 0.54744 0.361
H 0.72664 4.55498 2.63124 0.550
H 0.82002 3.06809 1.66590 0.208
H 0.12139 4.42515 1.02093 0.371
H 3.01830 4.10625 1.84573 0.195
H 1.87693 4.30262 -1.02328 0.178
H 2.47024 2.84786 -0.25062 -0.238
H 4.99533 2.87466 -1.62322 0.269
H 5.45030 4.50749 -1.86744 0.294
H 3.87898 3.91422 -2.62209 0.298
C 1.52001 -3.52954 -2.12859 0.179
O 0.84144 -4.52177 -2.76583 -0.279
O 1.11497 -2.21173 -2.29519 0.030
C 1.47331 -3.79000 -0.61944 0.221
F 2.40265 -3.06686 0.07914 -0.237
F 0.33109 -3.47293 -0.04945 -0.145
F 1.75997 -5.10711 -0.43805 -0.306
C 1.48667 -4.89423 -4.00501 0.306
C 0.90673 -6.22789 -4.40842 -1.443
H 1.07357 -6.95888 -3.62921 0.354
H -0.15179 -6.01914 -4.49509 0.333
H 1.24329 -6.56835 -5.39085 0.383
H 2.59691 -4.94327 -3.82479 0.293
H 1.38909 -4.16063 -4.77225 0.009
H 2.63556 -3.62247 -2.31352 0.289
C -1.13946 2.07223 -3.41617 -0.479
O -0.59367 1.94516 -4.68066 -0.174
O -1.16951 0.93588 -2.71744 0.001
C -0.21552 2.90772 -2.65153 0.501
F -0.21107 4.27343 -2.82699 -0.388
F -0.46887 2.94064 -1.32705 -0.122
F 0.99533 2.48002 -2.83525 -0.159
C -1.46352 2.14570 -5.86006 -0.400
C -0.46174 2.30822 -7.02454 -1.000
H -0.04710 1.32129 -7.23732 0.161
H -0.81669 2.74142 -7.95854 0.421
H 0.38483 2.88157 -6.66504 0.260
H -2.08766 3.01529 -5.69155 0.442
H -2.19203 1.35443 -6.07645 0.310
H -2.08887 2.68561 -3.54319 0.454
C -5.10374 -0.89500 0.49465 1.353
O -4.76059 -1.19286 -0.91609 -0.365
O -4.99408 0.29288 0.85845 -0.796
C -6.61415 -1.49583 0.65202 0.785
F -7.54183 -0.52782 0.85101 -0.243
F -7.15422 -2.25951 -0.29264 -0.267
F -6.63565 -2.24813 1.86116 -0.394
C -4.50294 -2.56249 -1.12320 0.865
C -4.67991 -2.98177 -2.60716 -1.495
H -5.25977 -3.93778 -2.62107 0.357
H -5.20556 -2.19374 -3.18650 0.327
H -3.69039 -3.20310 -3.04519 0.234
H -5.16231 -3.16922 -0.47615 0.056
H -3.51981 -2.87750 -0.84084 -0.090
H -4.50602 -1.61358 1.07453 -1.398